ORCA calculation (ωB97M-V with the def2-TZVPD basis set) on a 10-piece molecular cluster, C58H131F9N10O6P2 overall in a non-equilibrium geometry.

Values from the calculation:
Spin multiplicity: 1
Net charge: +6
LUMO: -10.7859 eV

Geometry as XYZ:
```
216
Properties=species:S:1:pos:R:3:forces:R:3:mulliken_charge:R:1
C -0.70517 -0.51279 -0.35879 -3.2025 -2.3068 -0.3400 -0.94
O 0.39475 -1.44791 -0.21923 0.4545 1.7724 -0.4022 2.13
O -1.86307 -1.25839 0.01091 1.8858 2.0693 0.4578 -0.52
C -0.52632 0.95481 0.22869 -2.1309 -1.9893 0.7419 0.29
F -1.23249 1.84407 -0.44465 -1.1563 0.3835 -1.3613 -0.25
F -0.87993 1.17398 1.50252 -1.0493 -0.9934 1.3565 -0.28
F 0.67317 1.32631 0.19945 4.6844 1.0152 -0.8091 -0.23
C 1.55102 -1.14918 -1.04899 1.6656 -1.1679 2.4450 0.19
C 2.53093 -2.34816 -0.80646 0.3143 0.3526 -1.1643 0.24
H 2.98983 -2.46529 0.17526 -0.6615 0.3734 0.4202 -0.23
H 2.15881 -3.32682 -1.10951 -0.4802 0.0630 0.0833 -0.52
H 3.42103 -2.20008 -1.41793 0.0488 0.2917 -0.3515 -0.07
H 2.05827 -0.29091 -0.60835 -0.0718 0.1791 -0.3008 -0.36
H 1.42949 -0.91597 -2.10680 -0.7318 -0.3659 -0.0361 0.06
H -0.80780 -0.36741 -1.43416 0.3790 0.6928 -0.4349 0.46
C -0.37407 2.27391 -3.92619 -2.0048 -0.4998 -0.5298 -0.81
C -0.61686 0.77047 -4.36735 0.6475 2.1205 0.5665 0.17
N -0.01876 0.60002 -5.67591 3.7941 -0.2606 -1.0471 0.42
C -0.70356 0.52067 -6.85027 1.7232 -0.3595 -1.5862 -0.19
C 0.24728 0.36049 -7.88268 -1.2365 0.8795 0.9558 -0.53
N 1.50128 0.48977 -7.35649 -1.4082 0.0629 3.5103 0.16
C 1.36049 0.59976 -5.95571 -2.2808 -0.0238 -2.7573 -0.75
C 2.81829 0.41389 -8.01281 0.1069 -0.2751 0.5762 -0.65
H -0.76476 2.42642 -2.92011 0.4858 -0.0814 0.1811 0.01
H -1.09319 2.81553 -4.54069 0.0492 0.3416 -0.1497 0.44
H 0.57654 2.77611 -4.10573 0.3049 -0.7780 0.2816 0.38
H -1.67576 0.58478 -4.54720 0.0085 0.0683 0.4446 0.04
H -0.23812 0.10177 -3.59437 0.1785 -0.3309 -0.5095 -0.15
H -1.76316 0.71869 -6.91694 0.0671 -0.4496 0.0069 0.42
H 0.05879 0.23311 -8.93845 0.1290 0.1107 0.0639 0.44
H 2.20390 0.76744 -5.30230 -0.1830 -0.0380 0.3247 0.67
H 3.38025 -0.20853 -7.31646 0.3534 -0.2546 -0.6431 0.29
H 3.34534 1.36712 -8.05368 -0.5062 0.1956 -0.0629 0.30
H 2.71080 -0.00696 -9.01251 0.0694 -0.0771 0.2590 0.32
C 3.56225 1.07225 1.60162 0.1469 -0.2251 0.1019 -0.47
C 4.95201 1.46491 2.09916 -2.1756 1.5844 0.4450 -0.68
N 5.82907 0.41563 1.93852 6.3623 -5.0160 0.4821 0.43
C 5.98750 -0.53127 0.90322 -0.4884 1.1904 0.5022 -0.63
C 7.05073 -1.33995 1.16142 -0.9313 0.0315 0.8000 -0.74
N 7.55364 -1.02123 2.39895 -3.7707 4.7031 -0.6231 0.15
C 6.86270 0.10438 2.88931 -1.5311 -1.7088 -4.0904 -0.55
C 8.45902 -1.79015 3.12455 0.7731 -0.9231 0.6291 -0.76
H 3.22718 0.08863 1.93075 0.0427 0.0767 0.4098 -0.17
H 3.65713 0.99097 0.51881 -0.3494 0.4713 -0.1534 0.18
H 2.84179 1.83520 1.89648 -0.0327 -0.0823 -0.2815 0.48
H 5.09438 1.62621 3.16771 -1.0208 0.9324 -0.0711 0.42
H 5.16246 2.34992 1.49867 0.7974 0.0228 0.1684 0.35
H 5.30237 -0.57276 0.06939 0.1800 0.2991 -0.0484 0.79
H 7.36679 -2.22720 0.63292 0.1733 0.2077 0.0225 0.47
H 7.04095 0.71241 3.76390 0.2507 -0.2817 0.0664 0.53
H 7.85964 -2.46880 3.73141 0.4833 -0.0722 0.4270 0.32
H 9.04124 -1.07276 3.70287 0.5964 -0.8083 0.1146 0.36
H 8.96191 -2.38569 2.36262 0.8005 0.0962 0.6165 0.29
C 7.68010 -1.46484 -4.35334 -0.8698 0.1012 0.2028 -1.25
C 6.32646 -1.84752 -3.57015 2.0569 3.1764 0.1366 0.04
N 6.05568 -3.22312 -3.49955 -2.7154 -3.4409 1.0015 0.38
C 7.06400 -4.15967 -3.35221 -1.5905 -1.6577 -0.5770 -0.25
C 6.46286 -5.39564 -3.31295 -0.8836 0.3654 -0.0890 -0.69
N 5.05758 -5.25549 -3.38291 2.7202 3.0895 0.2494 0.21
C 4.80399 -3.88303 -3.39358 3.1757 -1.5706 -1.0612 -0.40
C 4.13037 -6.35941 -3.42795 -1.3310 0.2228 0.1432 -0.99
H 8.19754 -0.77272 -3.68904 -0.1018 0.2691 -0.3994 0.37
H 7.52159 -1.02018 -5.33581 -0.2776 0.1800 0.2474 0.31
H 8.41554 -2.24624 -4.54480 -0.4567 -0.4526 0.2593 0.44
H 5.46676 -1.20451 -3.75864 -0.1271 -0.4419 -0.9457 0.35
H 6.56091 -1.43562 -2.58858 -0.0271 -0.6030 0.5372 -0.17
H 8.13161 -4.00885 -3.41414 -0.2675 0.4765 0.1006 0.46
H 6.92717 -6.36993 -3.27314 -0.0974 0.0526 -0.0220 0.47
H 3.79633 -3.49653 -3.43398 0.3590 0.4119 -0.1298 0.56
H 3.88460 -6.66436 -2.41074 0.2366 -0.3483 -0.0875 0.37
H 4.44346 -7.18899 -4.06188 0.4932 0.1717 0.2729 0.42
H 3.20459 -6.00156 -3.87848 -0.0197 0.1086 -0.0454 0.32
C 1.79182 5.72532 -0.42962 0.8046 1.0141 0.0432 -0.99
C 1.75915 6.19343 1.02775 -1.3181 -1.0805 0.0401 -0.88
C 0.58672 5.43889 1.80092 1.2794 -0.2402 -0.0622 0.13
C -0.65349 6.29964 1.93251 0.6306 -0.4735 0.5485 -1.18
P -2.11806 5.48315 2.59796 -2.2082 0.0698 0.0508 0.95
C -1.89168 4.41896 4.07522 0.7151 0.2164 -1.3435 -1.34
C -1.16492 3.06803 3.89455 -0.1339 0.3682 1.1558 0.88
C -0.76823 2.49056 5.25739 -0.5284 -0.1192 0.0853 -0.45
C -1.99099 2.16346 6.18360 0.3196 -0.0223 0.1931 -1.19
C -3.24768 6.78848 3.31608 0.9482 -1.3981 -0.4229 -1.07
C -3.62708 7.99559 2.55029 0.9871 1.1627 0.8986 -0.93
C -4.60124 7.91203 1.44777 -0.3965 -0.1223 -0.6780 -0.32
C -4.19801 8.74498 0.23391 -1.1533 0.0064 -0.9351 -1.32
C -2.92107 4.46084 1.32133 0.5414 0.2074 -0.3551 0.50
C -2.70509 4.94249 -0.09992 0.7983 0.5552 -0.9126 -0.38
C -3.52470 4.29073 -1.22225 1.0803 -0.2400 0.6000 0.15
C -4.97451 4.54474 -1.04024 -0.6125 -0.3682 0.1925 -1.35
H 0.91068 5.92550 -1.03923 -0.4260 -0.1504 0.3954 0.24
H 2.09730 4.68336 -0.52498 0.0167 0.0618 -0.1060 0.15
H 2.53223 6.39254 -0.87090 0.3313 -0.4781 -0.4698 0.48
H 1.67262 7.27942 1.06310 -0.5394 0.0357 0.1214 0.44
H 2.73890 6.03200 1.47733 -0.1239 -0.4485 0.1416 0.45
H 0.89808 5.15529 2.80626 0.1990 0.2023 0.2204 0.45
H 0.35860 4.47148 1.35347 0.1566 -0.0353 -0.5965 -0.37
H -0.93713 6.70176 0.95990 -0.0641 0.4387 0.1916 0.48
H -0.26680 7.02247 2.65090 -0.9014 0.8076 -0.1842 0.74
H -2.83000 4.21697 4.59180 -0.1572 0.4979 -0.2454 0.60
H -1.36260 5.21527 4.59874 0.5093 -0.6178 1.0972 0.47
H -0.22723 3.10409 3.33999 -0.3260 0.2551 -0.4645 -0.22
H -1.83526 2.30903 3.49126 -0.1365 0.3864 -0.6504 -0.19
H 0.04719 3.11967 5.61433 -0.3480 0.0722 0.8296 0.55
H -0.27647 1.56580 4.95553 0.0672 -0.4697 0.4535 -0.05
H -2.58794 1.38166 5.71397 -0.0630 -0.0331 -0.1954 0.17
H -2.69966 2.94423 6.45979 0.2389 0.5917 -0.6795 0.38
H -1.80175 1.79467 7.19169 0.8547 -0.2550 -0.1508 0.45
H -2.54558 7.15457 4.06516 -0.4384 -0.2120 0.8464 0.53
H -4.15821 6.31266 3.68025 0.3382 -0.3500 0.5448 0.44
H -2.69044 8.47751 2.27001 -0.0978 0.3317 -0.2924 0.51
H -4.08801 8.63618 3.30215 0.3872 0.2942 0.1605 0.34
H -5.55114 8.30350 1.81184 -0.0142 -0.0462 -0.0157 0.65
H -4.84139 6.87771 1.20162 0.1800 -0.2230 -0.3528 0.12
H -5.14658 9.23580 0.01620 0.4201 0.4813 -0.7715 0.38
H -3.92247 8.17760 -0.65504 -0.1080 -0.3462 0.0142 0.30
H -3.41298 9.49846 0.29803 -0.1374 -0.0163 0.7814 0.38
H -3.98190 4.43998 1.57092 0.0222 -0.3894 0.2094 0.88
H -2.40773 3.50056 1.37064 -0.5416 -0.4122 0.3939 -0.96
H -1.69430 4.68319 -0.41484 0.4437 0.2747 0.4280 -0.02
H -2.76063 6.03012 -0.14531 -0.2910 0.1440 -0.1968 0.20
H -3.26367 3.23767 -1.11727 -0.2125 -0.3691 -0.4206 -0.43
H -3.09591 4.64586 -2.15933 -0.2222 0.0519 -0.0994 0.43
H -5.64019 4.21912 -1.83958 0.2050 0.3668 -0.3316 0.42
H -5.06929 5.60898 -0.82455 -0.6845 -0.0807 -0.0291 0.23
H -5.28071 3.92317 -0.19881 -0.3311 0.3980 0.4258 0.36
C -0.29826 -7.32437 -3.10090 -0.4322 -1.3749 0.3898 -0.85
N -0.72541 -6.44978 -1.93530 1.5883 -0.5948 -0.5720 0.09
C -1.69776 -7.14088 -0.99279 1.0152 0.5511 -0.2489 -0.76
C 0.60788 -6.27137 -1.20124 0.0240 0.6672 0.8313 -0.77
C -1.41654 -5.22930 -2.51431 -1.5133 -0.1017 0.6174 -1.23
C -1.77374 -4.18301 -1.48360 -0.2622 1.5218 0.0544 -0.13
O -0.57173 -3.79521 -0.89495 0.4778 -1.1312 0.0695 -0.07
H -1.10072 -7.62572 -3.77421 -0.2094 0.8927 -0.1248 0.40
H -0.02680 -8.29993 -2.69755 0.3569 0.1331 0.2931 0.43
H 0.57836 -6.90385 -3.59367 -0.4204 0.1833 -0.0628 0.32
H -1.89168 -6.40018 -0.21700 -0.1780 -0.2512 0.0032 0.31
H -1.12371 -7.96678 -0.57273 -0.5348 -0.2246 -0.0563 0.40
H -2.61051 -7.41019 -1.52424 0.2275 -0.2051 0.0867 0.33
H 0.48317 -5.90021 -0.18401 -0.4728 0.7589 -0.4581 0.27
H 1.25222 -5.63047 -1.80305 -0.2537 0.1133 0.2211 0.25
H 1.15683 -7.18189 -0.96102 -0.5802 -0.6929 -0.9829 0.49
H -2.29635 -5.71336 -2.93827 -0.2397 0.3459 -0.1173 0.46
H -0.95913 -4.67382 -3.33304 0.9755 -0.7563 0.1464 0.37
H -2.58709 -4.29118 -0.76606 0.1317 -1.4208 0.4729 0.35
H -2.24117 -3.31741 -1.95300 0.2743 0.1434 -0.9985 0.18
H -0.56024 -2.86674 -0.65120 -0.2513 0.8047 0.4163 -0.47
C -3.37400 -3.45229 2.01362 0.1874 0.0031 -0.8020 -0.67
N -3.99526 -2.72585 3.19114 1.3531 -1.8156 -0.7031 0.09
C -5.51677 -2.95649 3.05303 2.4781 1.0628 0.5793 -0.86
C -3.43505 -3.60319 4.37912 -2.7250 2.1171 0.1291 -0.87
C -3.63512 -1.20750 3.26390 -0.3649 -0.6984 1.7528 -0.45
C -2.22713 -0.95609 3.86161 -0.9330 0.9570 0.7614 0.30
O -1.30714 -1.46094 3.02606 2.3289 -1.6349 -1.6750 0.70
H -2.28689 -3.39615 2.06975 -0.2255 0.1696 0.0057 0.06
H -3.68884 -3.13126 1.02069 -0.1208 0.8888 0.2761 -0.10
H -3.68951 -4.49563 2.01146 -0.0092 -0.0547 0.6418 0.75
H -5.95886 -2.52447 3.95080 -0.3653 -0.2985 -0.1764 0.43
H -5.53235 -4.04491 2.99638 -1.0395 0.3317 -0.3500 0.39
H -5.68348 -2.33874 2.17059 -0.9708 -0.5987 -0.1027 0.30
H -3.72533 -2.91527 5.17323 1.4928 -0.1405 0.7987 0.53
H -2.42940 -3.98616 4.20565 -0.2472 0.5726 0.3127 0.17
H -4.18821 -4.35878 4.60254 0.3567 -0.5917 -0.7433 0.37
H -4.39546 -0.75517 3.90059 -0.0837 -0.1895 0.2668 0.56
H -3.81001 -0.74907 2.29058 0.5211 -0.3538 -0.3038 0.11
H -1.95108 -1.35861 4.83621 -1.0842 -0.3423 0.3035 0.69
H -1.97696 0.09667 3.99287 -1.0198 0.5772 -0.0313 -0.96
H -1.53979 -1.14364 2.15039 0.3365 -0.0901 -1.2915 -0.87
C 2.41409 -3.57304 5.11910 1.2660 1.0091 -2.3125 -0.92
N 2.44192 -2.66733 3.81794 -0.0833 -0.4016 0.9862 0.39
C 3.87395 -2.70762 3.18158 -1.7681 -0.3234 0.0592 -0.61
C 1.45824 -3.26787 2.83387 0.6121 -0.5631 0.3388 -1.09
C 1.83189 -1.26717 4.19696 -0.2239 -0.6440 -1.3083 0.43
C 2.66345 -0.30145 5.02754 -1.6552 -2.0252 2.0794 -1.25
O 3.86810 -0.17360 4.42465 2.1839 0.5458 -1.1709 -0.19
H 3.10070 -2.97036 5.71361 -0.6094 -0.6747 0.9939 0.43
H 2.88072 -4.51207 4.82152 0.1477 0.0455 0.1661 0.42
H 1.38856 -3.80550 5.40607 0.2239 0.7056 0.3892 0.30
H 3.82092 -1.96554 2.38496 0.4662 -0.0881 0.1328 0.05
H 3.94134 -3.71927 2.78143 0.0613 0.1149 -0.1571 0.44
H 4.71189 -2.58386 3.86761 -0.5433 0.4176 0.1867 0.32
H 0.58819 -3.65025 3.36766 -0.1869 0.7451 0.0607 0.10
H 1.90237 -4.19124 2.46205 0.2504 0.2389 -0.3732 0.57
H 1.21136 -2.55393 2.04810 -0.0599 -0.1900 0.0263 0.34
H 0.87840 -1.63391 4.57702 -0.0285 0.7942 0.4857 0.36
H 1.61030 -0.78174 3.24652 0.0254 -0.1807 -0.1880 -0.33
H 2.75780 -0.76456 6.00974 0.2067 0.0301 0.3665 0.57
H 2.14945 0.63154 5.25869 -0.2741 0.1544 -0.6057 0.31
H 4.59081 -0.23368 5.05368 -0.0617 0.1659 0.2278 0.32
C -7.60976 -1.23947 -1.13557 0.0277 -0.3718 -1.9079 -0.70
N -7.13787 -0.39536 -2.36232 0.6404 0.7308 0.8443 -0.08
C -6.49970 -1.35460 -3.48648 -1.8253 1.5094 1.0166 -0.69
C -8.40189 0.36839 -2.75469 0.6820 -0.9411 -1.1945 -0.84
C -6.21867 0.73985 -1.89683 1.1587 -0.9323 0.3024 -1.06
C -4.77962 0.31577 -1.57347 1.5831 0.2076 1.6566 -0.12
O -4.60105 -0.75196 -0.60968 -2.4060 -0.3340 -0.7394 0.10
H -8.23614 -0.63321 -0.48121 0.3852 0.0364 -0.0420 0.38
H -6.79922 -1.77504 -0.64131 0.0676 0.4898 -0.1792 0.10
H -8.24022 -1.94604 -1.67537 -0.2307 -0.2838 0.6367 0.50
H -5.57297 -1.78337 -3.10511 -0.2186 0.2315 -0.0843 0.19
H -6.44742 -0.78771 -4.41598 0.5855 0.2758 0.2802 0.35
H -7.27045 -2.09267 -3.70853 0.1514 -0.2382 0.4346 0.41
H -8.20803 1.07408 -3.56248 0.3454 0.0472 0.1534 0.39
H -8.70107 0.89931 -1.85097 -0.5308 -0.2763 -0.3587 0.42
H -9.06129 -0.37743 -3.19858 -0.5753 0.2228 0.6417 0.39
H -6.66475 1.24516 -1.04022 -0.2399 -0.6674 0.3409 0.48
H -6.20163 1.56997 -2.60302 0.1681 -0.4763 -0.6166 0.46
H -4.28812 1.12179 -1.02862 -0.4425 0.9278 -0.3992 -0.05
H -4.08672 0.18269 -2.40429 -0.5772 -0.3756 -0.6140 0.43
H -3.68036 -1.00833 -0.51908 1.3444 0.2976 -0.0454 -0.16
P 4.60076 2.05580 -2.84276 0.2919 2.8624 2.4148 1.15
F 3.05313 2.67111 -2.48682 1.6739 0.2939 -0.4008 -0.35
F 5.29939 3.56616 -3.03970 -1.3502 -2.6003 -0.0403 -0.36
F 5.01008 2.14772 -1.22643 -1.0795 0.1348 -0.1020 -0.38
F 5.97635 1.22747 -2.94340 0.5820 0.3306 -1.4201 -0.35
F 3.89071 0.64380 -2.61212 -0.8389 -2.1237 0.6419 -0.17
F 4.21935 1.93540 -4.37212 0.3000 0.2892 -0.8352 -0.37
```
Forces are in eV/Å.